Record 1
Entry from the Open Molecules 2025 dataset: C44H51BaNP2Si as an isolated structure (wB97M-V/def2-TZVPD).

net charge = 0
HOMO energy (spin up / spin down) = -5.210 / -5.211 eV
electronic energy = -2759.37430 a.u.
frontier orbital gap (spin up / spin down) = 4.99 / 4.99 eV
ΔE to the lowest compared entry with this formula, charge and spin = 33.90 kcal per mole

```
100
C44H51BaNP2Si (wB97M-V/def2-TZVPD)
Ba -1.80 1.04 -1.00
C -2.57 1.45 -3.52
C -2.42 -0.01 -3.05
C -2.09 -0.96 -4.15
C -0.62 -1.28 -4.43
C 0.21 -0.83 -3.19
C 0.16 0.64 -2.82
C 0.04 1.64 -3.95
C -1.41 1.91 -4.44
C 2.37 0.91 1.84
H -3.43 1.26 -4.19
H -3.23 -0.45 -2.40
H -2.56 -0.61 -5.08
H -2.46 -1.95 -3.88
H -0.48 -2.38 -4.51
H -0.24 -0.80 -5.36
H 1.26 -1.19 -3.40
H 1.07 0.85 -2.22
H 0.63 1.25 -4.82
H 0.49 2.62 -3.63
H -1.48 3.01 -4.58
H -1.53 1.41 -5.42
H 1.76 1.81 1.70
H 3.15 1.10 2.61
H 1.70 0.10 2.15
P -0.08 -1.81 -1.62
P 3.15 0.45 0.30
C 0.74 -1.08 -0.31
C 2.05 -0.65 -0.58
C -1.32 -3.04 -1.34
C -0.95 -4.41 -1.32
C -1.68 -5.30 -0.54
C -2.77 -4.86 0.22
C -3.19 -3.53 0.12
C -2.47 -2.62 -0.64
C -3.10 2.67 -2.57
C -2.36 3.80 -2.12
C -2.52 4.18 -0.76
C -3.63 3.67 -0.06
C -4.57 2.83 -0.69
C -4.33 2.38 -2.00
C 4.63 -0.46 0.58
C 4.53 -1.84 0.79
C 5.69 -2.62 0.82
C 6.96 -2.03 0.69
C 7.03 -0.63 0.54
C 5.88 0.17 0.48
C 3.40 1.99 -0.60
C 3.04 3.26 -0.11
C 3.21 4.41 -0.88
C 3.76 4.31 -2.16
C 4.12 3.06 -2.67
C 3.94 1.91 -1.90
H 0.28 -0.95 0.68
H 2.55 -1.03 -1.50
H -0.09 -4.72 -1.92
H -1.40 -6.34 -0.49
H -3.25 -5.53 0.93
H -4.00 -3.15 0.71
H -2.69 -1.54 -0.58
H -1.72 4.38 -2.82
H -1.83 4.92 -0.32
H -3.75 3.98 0.99
H -5.52 2.65 -0.18
H -5.10 1.90 -2.62
H 3.55 -2.32 0.89
H 5.61 -3.70 0.94
H 7.88 -2.66 0.70
H 8.01 -0.16 0.46
H 5.94 1.25 0.36
H 2.62 3.35 0.89
H 2.90 5.37 -0.47
H 3.91 5.22 -2.75
H 4.54 2.98 -3.67
H 4.19 0.93 -2.31
C 1.59 -1.97 3.77
Si -0.10 -1.59 4.48
C -1.04 -3.20 4.61
C 0.09 -0.81 6.18
N -0.93 -0.49 3.42
C -2.15 -0.02 3.29
C -3.34 -0.75 3.71
C -4.60 -0.18 3.59
C -4.76 1.13 3.11
C -3.62 1.87 2.78
C -2.36 1.30 2.73
H 2.03 -2.82 4.31
H 2.29 -1.12 3.86
H 1.52 -2.24 2.71
H -0.35 -4.01 4.88
H -1.84 -3.17 5.36
H -1.50 -3.47 3.64
H 0.54 0.19 6.10
H -0.88 -0.70 6.69
H 0.75 -1.42 6.84
H -3.20 -1.74 4.15
H -5.48 -0.76 3.89
H -5.76 1.57 3.04
H -3.74 2.93 2.56
H -1.47 1.86 2.42
```

---

Record 2
Entry from the Open Molecules 2025 dataset: C7H9NO2SSi as an isolated structure (wB97M-V/def2-TZVPD).

net charge = 0
HOMO energy = -8.989 eV
electronic energy = -1164.93091 a.u.
frontier orbital gap = 9.57 eV
ΔE to the lowest compared entry with this formula, charge and spin = 22.20 kcal per mole

```
21
C7H9NO2SSi (wB97M-V/def2-TZVPD)
C 3.59 -0.33 -0.91
C 2.82 0.70 -1.39
C 3.14 -1.18 0.11
C 1.56 0.90 -0.85
C 1.97 -0.82 0.79
C 1.13 0.14 0.27
C -3.26 0.19 1.72
N -4.31 0.27 2.21
O -1.26 -0.29 -0.39
O -0.67 1.96 0.49
Si -2.87 -0.45 -0.61
S -0.55 0.58 0.85
H 4.54 -0.49 -1.58
H 3.03 1.51 -2.09
H 3.59 -2.02 0.63
H 0.99 1.64 -1.39
H 1.63 -1.49 1.63
H -5.23 0.34 2.62
H -2.80 -0.55 -2.16
H -3.36 -1.50 0.42
H -3.68 0.90 -0.38
```